Record 1
C3H3Cl3O in the gas phase at a distorted geometry. Source: OMol25; level of theory: ωB97M-V/def2-TZVPD.

Cartesian coordinates (Å):
O (1.24486, 1.39396, 0.99606)
C (3.55571, -0.24233, -0.48466)
H (0.09867, 1.03727, -1.31753)
Cl (4.18876, 1.36154, -0.43771)
Cl (3.62476, -1.09976, 1.01347)
C (0.54583, 0.45312, 0.69138)
C (0.19170, 0.17602, -0.68003)
H (0.23225, -0.29101, 1.44938)
Cl (2.14753, -0.48112, -1.34948)
H (-0.43882, -0.66353, -0.90336)

Computed properties:
- Lowest unoccupied orbital energy (spin up / spin down): -0.80 / -0.90 eV
- Gap between HOMO and LUMO (spin up / spin down): 7.751 / 7.342 eV
- 2S+1: 1
- F_max: 1.06 eV/A
- Energy above the lowest of the compared OMol25 structures with the same formula, charge and spin: 377.3 kJ/mol
- Molar mass: 161.42 g/mol



Record 2
A molecular structure, C39H52AsF9InN4P2SbTe at a distorted geometry. Source: OMol25; level of theory: ωB97M-V/def2-TZVPD.

Cartesian coordinates (Å):
H (-0.76061, 4.55278, -2.27089)
C (-4.09389, -1.23743, -2.09192)
H (4.31765, -1.66247, 4.66466)
As (3.53467, 0.54284, 3.64280)
H (-4.94684, -0.79661, -3.99219)
H (0.19856, -4.24644, -0.58358)
H (-2.52193, 4.87027, -2.26762)
H (-3.05960, -1.50895, -2.30722)
H (5.55374, 0.23662, 2.08711)
N (2.09568, -2.58286, -1.42595)
H (-4.36139, 2.24347, -2.11863)
F (-2.41511, 0.97735, 3.83961)
C (0.74639, 3.55843, 3.63662)
H (2.72614, 3.30727, -3.90981)
C (4.47380, 0.16647, 1.94976)
C (-0.67328, -4.69652, 2.66039)
H (-1.43553, -5.46228, 0.80460)
C (1.03719, -4.20094, -6.21451)
H (-1.54269, 1.39480, -2.07765)
C (1.05237, 6.06670, 3.67497)
N (-2.40266, 1.65401, -1.58857)
Sb (-2.29723, -0.50865, 2.73260)
C (5.18901, -5.38810, 0.77869)
C (6.38463, -3.40498, 0.09436)
H (3.02980, -0.04128, -1.27991)
C (0.28478, -3.90233, 3.28010)
F (2.26280, 6.62741, 3.63680)
H (4.16267, 0.88865, 1.19240)
N (1.02162, 2.31804, 1.60944)
C (-0.17949, -3.53862, -4.25279)
C (1.06344, 4.72610, 2.97211)
C (0.91600, 0.44376, -3.89094)
H (3.76198, 2.19720, -1.96156)
H (-5.52687, 0.22717, -2.70804)
C (4.38504, 2.25851, 4.04640)
H (5.46568, 2.12361, 4.10292)
H (1.09482, -4.76509, -7.13557)
C (-1.63774, 4.73058, -1.65088)
H (4.29258, -0.37200, 5.87297)
F (-1.86294, -1.66276, 1.21054)
H (-1.06999, -3.59890, -3.63678)
H (0.91015, 2.17471, -5.15322)
H (1.95464, -2.58693, 2.98142)
C (1.34660, 1.70315, -4.28203)
Te (-1.86795, 3.12637, -0.27930)
C (2.94868, 1.71671, -2.49091)
F (-0.38820, -0.44486, 2.82718)
C (3.99900, -3.35285, 0.37656)
C (1.36047, 3.45509, 0.98832)
H (-3.57798, 0.21451, -0.68814)
H (-1.47941, 5.62934, -1.05282)
H (4.15669, 2.98836, 3.26961)
H (7.31244, -2.90755, -0.15244)
C (1.20060, -3.20947, 2.51026)
H (0.50775, 1.44094, 3.39754)
In (0.30747, -0.09607, 0.29528)
H (-4.40933, 3.89662, -0.65332)
C (5.19404, -2.70045, 0.06013)
H (2.89973, -2.83057, -2.00100)
H (1.68760, 5.58215, 1.09640)
H (4.03479, 2.63844, 5.00471)
C (0.19821, -4.12165, 0.49082)
C (-0.70809, -4.81314, 1.27403)
F (-4.06212, -0.62029, 2.07581)
H (4.22548, -0.84134, 1.61417)
C (-3.41846, 2.01136, -2.61592)
C (1.50430, -0.20175, -2.79980)
H (-2.68912, 0.42540, -3.88446)
C (6.37971, -4.74668, 0.45718)
C (2.36482, 2.34120, -3.58258)
C (3.99076, -4.69624, 0.75730)
F (0.67086, 5.95781, 4.94451)
C (1.39363, 4.68135, 1.61944)
C (2.51702, 0.45424, -2.09807)
H (3.00650, -3.36775, -6.42919)
P (0.78487, -1.82420, -2.29170)
C (0.89537, -2.74878, -3.85333)
P (2.44869, -2.44675, 0.21341)
C (0.74421, 2.37204, 2.90867)
H (-3.75502, -1.29739, -0.00175)
H (7.31227, -5.29327, 0.49926)
H (5.19331, -6.43507, 1.05032)
H (3.06542, -5.19356, 1.01582)
C (2.11529, -3.41623, -5.81791)
C (1.16784, -3.33376, 1.11520)
C (-4.62244, -0.23802, -3.11458)
H (5.62279, -0.45526, 4.70213)
H (-4.69907, -2.14158, -2.09460)
H (0.31148, -3.82220, 4.35819)
H (0.15072, -0.06885, -4.46509)
F (-2.38934, -1.89533, 3.94105)
C (-0.10802, -4.26152, -5.43538)
F (-2.22250, 0.88015, 1.24884)
C (-3.65237, 0.85736, -3.59060)
H (5.19497, -1.65136, -0.21371)
C (-3.84191, 3.65160, 0.23991)
F (0.19511, 6.89134, 3.04567)
H (1.63578, 3.36588, -0.06002)
H (-4.29151, 2.83414, 0.79872)
H (-0.94298, -4.87454, -5.74688)
H (-1.39369, -5.23390, 3.26290)
N (-4.13631, -0.66190, -0.71188)
C (4.55362, -0.61492, 4.84451)
H (0.49973, 3.55870, 4.68878)
C (2.04630, -2.68766, -4.64368)
H (-3.76804, 4.53217, 0.87798)
H (-4.08192, 1.28611, -4.49670)
H (2.88025, -2.05668, -4.35356)
H (-3.10148, 2.89420, -3.17565)
H (-5.09216, -0.44380, -0.42748)

Computed properties:
- Lowest unoccupied orbital energy (spin up / spin down): -8.19 / -10.21 eV
- Gap between HOMO and LUMO (spin up / spin down): 6.239 / 4.202 eV
- 2S+1: 2
- F_max: 2.06 eV/A
- Total charge: +3
- Energy above the lowest of the compared OMol25 structures with the same formula, charge and spin: 244.4 kJ/mol
- Molar mass: 1248.90 g/mol



Record 3
3 unconnected molecules or ions with the total composition C21H28NO7PS at a distorted geometry. Source: OMol25; level of theory: ωB97M-V/def2-TZVPD.

Cartesian coordinates (Å):
C (-1.73855, -2.67859, -1.17774)
H (3.44825, 2.91769, -4.00358)
C (0.56717, 5.57813, -3.25533)
C (-3.35429, 0.45367, -2.42445)
C (-1.35803, 1.08788, -1.18818)
H (-4.22415, 0.73115, -2.99594)
O (-0.63413, -3.15790, -1.09459)
S (1.06000, 0.86360, 1.03901)
H (-3.71713, -5.18902, 1.87710)
N (-2.87446, -2.94733, 2.83424)
H (4.00466, -0.34474, 7.32040)
C (-3.81372, -3.06343, 1.74689)
C (-1.08316, -0.26217, -0.94076)
C (-1.96116, -1.23637, -1.42832)
H (-3.14772, -5.56548, -0.52307)
C (-2.92098, -4.62822, -0.03009)
O (4.50144, -1.10706, 4.16389)
P (0.39620, -0.66881, 0.03222)
H (3.77652, 1.83730, 2.67428)
C (-4.00774, -1.96745, -2.60883)
H (-2.41376, -2.04812, 2.71781)
C (2.72899, 3.44564, -4.62923)
H (2.76923, 0.05667, 4.12210)
O (1.01292, 3.16894, -2.91396)
H (-2.70560, 2.46575, -2.12422)
C (-2.97021, -3.48520, -1.00967)
C (-3.91730, -4.42480, 1.13614)
H (-4.92171, -4.52998, 0.73953)
H (2.95698, 3.24104, -5.67547)
C (1.32202, 2.99251, -4.29843)
C (-3.09562, -0.88671, -2.15862)
O (-4.65861, -1.88787, -3.61685)
O (5.32778, -2.05481, 5.96086)
H (-3.41723, -2.84327, 3.68740)
C (3.66477, -0.13027, 3.52877)
H (3.33282, -0.59594, 2.60424)
H (-4.94793, -3.73713, -1.64669)
C (4.27626, 0.03842, 6.34020)
H (1.34332, -1.16069, -0.87204)
H (3.42172, 0.57930, 5.94152)
H (5.28871, 0.91579, 2.59118)
O (0.19984, 4.34941, -1.25734)
C (4.42127, 1.14194, 3.21140)
H (1.22889, 1.92122, -4.46904)
C (-4.04624, -3.14914, -1.72181)
H (1.48524, 6.12746, -3.05207)
H (-0.68167, 1.82610, -0.78064)
H (-0.27990, 6.19326, -2.96346)
H (0.07526, -1.74097, 0.87343)
H (2.86006, 4.51305, -4.45152)
H (0.49477, 5.39157, -4.32403)
C (4.72845, -1.12751, 5.48893)
C (0.55732, 4.33001, -2.40216)
H (-1.90845, -4.68696, 0.35617)
H (4.78346, 1.63247, 4.11572)
H (0.57206, 3.47788, -4.92513)
H (5.11171, 0.72780, 6.45254)
O (-4.43309, -2.12609, 1.33759)
C (-2.48556, 1.42641, -1.93028)

Computed properties:
- Lowest unoccupied orbital energy: -1.25 eV
- Gap between HOMO and LUMO: 7.474 eV
- 2S+1: 1
- F_max: 1.09 eV/A
- Structure (SMILES): NC(=O)CCC1=CC(=O)c2cccc([PH2]=S)c2C1=O.CCOC(C)=O.CCOC(C)=O
- Molar mass: 469.50 g/mol



Record 4
A molecular structure, C34H44BN8O3PSe2Sr. Source: OMol25; level of theory: ωB97M-V/def2-TZVPD.

Cartesian coordinates (Å):
C (4.42965, 0.90195, 2.20247)
C (-0.19507, -1.79157, 3.20778)
Se (0.78975, 2.48618, -2.49134)
H (5.01152, 2.07252, -3.03761)
C (1.27831, 2.00235, -8.09852)
H (-2.68554, -0.80004, 3.44900)
H (-3.17308, 4.41726, -0.62154)
P (0.17270, 1.31362, -4.20880)
H (2.39716, -0.74278, 4.89325)
C (4.62606, 0.65420, -1.43897)
H (0.93266, 1.68876, -9.07663)
C (-0.36941, 3.93091, 2.35886)
H (-1.20631, -4.21403, 4.17146)
N (1.27570, -0.22213, 3.18500)
C (-2.36629, 4.43960, 0.11262)
O (-2.06247, 0.12078, -1.56717)
C (-1.86361, 3.02499, 0.37745)
H (-5.20394, 2.88090, -5.12753)
C (-2.58831, 0.88958, -4.31383)
C (3.71630, -0.22820, -2.28052)
C (0.76665, -3.42125, -0.02363)
H (2.50342, 1.49830, 3.87479)
C (-3.13258, 3.42858, -5.31125)
H (5.64474, 0.24969, -1.48294)
H (-1.64265, -2.33562, 1.79553)
H (2.68944, 0.13271, -2.24962)
Se (0.49737, -0.79463, -4.14477)
H (-1.50686, 2.61582, -0.57311)
H (2.49492, -2.36579, -0.40881)
H (6.27099, 0.68043, 1.00051)
H (-3.45488, 2.56641, 1.77763)
C (2.82134, 3.23245, -6.73140)
H (0.59809, -2.80358, 5.04346)
C (0.65445, -2.01722, 4.30957)
H (-4.70279, 0.63682, -4.18028)
H (-3.34357, 4.42038, -5.69469)
B (1.97855, 1.11235, 2.85526)
H (2.90204, 3.17985, -8.87604)
C (1.57043, -0.99196, 4.24791)
C (-1.54880, 1.75360, -4.61719)
C (-3.90593, 1.29926, -4.49142)
C (-2.99759, -0.73554, -1.41635)
H (2.47913, 3.10772, -4.60440)
C (1.05012, 1.96526, -5.69714)
C (-4.17647, 2.55974, -4.99654)
C (4.66446, 2.07956, -2.00055)
H (1.10488, -4.41441, -0.33474)
N (3.13906, 0.94118, 1.83488)
N (3.02008, 0.79316, 0.49147)
O (-1.30922, -4.47752, -0.49310)
N (-1.25210, -2.15932, -0.34013)
C (-1.82366, 3.03226, -5.10614)
H (-3.75960, 1.99708, 0.11137)
H (-1.00836, 3.71676, -5.31172)
C (5.19696, 0.73446, 1.07261)
H (1.28721, 3.67388, 3.84332)
H (-0.59780, -4.45746, 2.51913)
H (-2.37154, -0.08312, -3.89732)
C (4.26372, 0.68289, 0.02162)
H (-2.63137, 1.13624, 1.14496)
C (-1.39006, -4.00028, 3.11253)
C (-2.65145, -2.05332, -0.69862)
H (5.33254, 2.71285, -1.41190)
H (-0.82712, 4.87889, 2.58400)
C (-2.99944, 2.12875, 0.88241)
C (2.15414, 2.79828, -5.59105)
N (0.95659, 2.16340, 2.41281)
C (-2.63353, -1.87329, 3.63820)
C (-1.47198, -2.49883, 2.85971)
N (0.20064, -0.71596, 2.53153)
H (-3.29504, -2.08720, 0.19606)
H (-2.50519, -2.02460, 4.71519)
H (4.01591, -0.21068, -3.33027)
H (1.44109, -2.37615, -1.66658)
H (-1.56873, 5.07611, -0.27560)
H (-0.23433, 0.90445, -7.04584)
O (-4.17154, -0.58251, -1.78935)
H (3.68324, 3.88276, -6.63612)
C (-0.74301, -3.37371, -0.32058)
C (2.38454, 2.83899, -7.98669)
H (0.91137, -3.33732, 1.05837)
H (-2.32719, -4.48044, 2.82642)
N (0.09574, 1.96279, 1.39726)
N (1.51338, -2.32347, -0.65381)
C (-0.71873, 3.00933, 1.35285)
C (0.62018, 1.56588, -6.96137)
H (3.66342, 2.51167, -1.98299)
C (0.69822, 3.34115, 3.00436)
H (-3.58236, -2.32289, 3.33608)
H (3.73701, -1.26426, -1.93946)
H (-2.98064, -2.88589, -1.32696)
H (4.70452, 1.00703, 3.23891)
H (-2.75584, 4.89267, 1.02972)
Sr (0.11493, -0.01922, -0.39238)

Computed properties:
- Lowest unoccupied orbital energy: 4.20 eV
- Gap between HOMO and LUMO: 6.656 eV
- 2S+1: 1
- F_max: 0.48 eV/A
- Total charge: -2
- Energy above the lowest of the compared OMol25 structures with the same formula, charge and spin: 0.0 kJ/mol
- Molar mass: 900.11 g/mol